1.
{"formula": "C50H42I4N8Sm", "method": "ωB97M-V/def2-TZVPD", "elements": ["Sm", "I", "C", "C", "C", "C", "C", "C", "C", "C", "C", "C", "C", "C", "C", "C", "C", "C", "I", "C", "C", "C", "N", "C", "C", "C", "C", "C", "C", "I", "C", "C", "C", "C", "C", "C", "N", "C", "C", "C", "C", "C", "N", "C", "C", "C", "C", "I", "C", "C", "C", "C", "N", "H", "H", "H", "H", "H", "H", "H", "H", "H", "H", "H", "H", "H", "H", "H", "H", "H", "H", "H", "H", "H", "H", "H", "H", "N", "C", "C", "N", "C", "C", "N", "C", "C", "N", "H", "H", "H", "H", "H", "H", "H", "H", "H", "H", "H", "H", "H", "H", "H", "H", "H", "H"], "positions_angstrom": [[-0.196, -0.272, 0.863], [-5.030, 5.970, -4.747], [-3.668, 4.524, -4.031], [-4.021, 3.185, -4.042], [-3.146, 2.242, -3.530], [-1.916, 2.624, -3.005], [-1.563, 3.975, -3.038], [-2.436, 4.921, -3.537], [-0.914, 1.657, -2.473], [1.706, 1.448, -2.580], [1.306, 0.680, -3.560], [-0.170, 0.900, -3.564], [-0.039, 2.182, -1.303], [-0.341, 2.641, -0.033], [-1.598, 3.006, 0.586], [-1.593, 3.350, 1.952], [-2.760, 3.633, 2.634], [-3.976, 3.609, 1.964], [-5.781, 3.899, 3.028], [-4.007, 3.359, 0.601], [-2.839, 3.062, -0.073], [0.925, 2.622, 0.782], [1.403, 1.373, 0.973], [2.760, 1.472, 1.192], [3.610, 0.375, 0.907], [5.058, 0.667, 0.826], [5.663, 0.725, -0.430], [7.000, 1.050, -0.560], [7.751, 1.302, 0.575], [9.804, 1.781, 0.386], [7.171, 1.246, 1.831], [5.827, 0.940, 1.951], [3.161, -0.854, 0.406], [3.959, -1.903, -0.159], [3.104, -2.807, -0.724], [1.779, -2.303, -0.524], [1.828, -1.172, 0.209], [0.574, -2.764, -1.170], [-0.372, -1.847, -1.643], [-1.447, -2.092, -2.599], [-1.881, -0.901, -3.055], [-1.009, 0.132, -2.463], [-0.268, -0.499, -1.439], [0.563, -4.162, -1.637], [0.682, -5.219, -0.736], [0.739, -6.529, -1.171], [0.698, -6.795, -2.529], [0.840, -8.797, -3.206], [0.580, -5.763, -3.446], [0.510, -4.458, -2.999], [3.094, 2.848, 1.280], [1.942, 3.566, 1.008], [1.252, 2.199, -1.709], [-4.971, 2.869, -4.445], [-3.440, 1.205, -3.524], [-0.603, 4.281, -2.648], [-2.158, 5.962, -3.534], [1.807, 0.027, -4.240], [-0.638, 0.948, -4.541], [-0.642, 3.427, 2.462], [-2.730, 3.882, 3.685], [-4.938, 3.400, 0.058], [-2.897, 2.905, -1.135], [5.073, 0.537, -1.314], [7.448, 1.106, -1.541], [7.760, 1.437, 2.715], [5.378, 0.904, 2.932], [5.030, -1.939, -0.158], [3.359, -3.693, -1.273], [-1.818, -3.060, -2.882], [-2.605, -0.736, -3.830], [0.737, -5.023, 0.326], [0.825, -7.335, -0.459], [0.562, -5.972, -4.504], [0.455, -3.649, -3.712], [4.069, 3.252, 1.467], [1.839, 4.632, 0.942], [-2.775, 0.030, 0.359], [-3.632, 0.192, 1.546], [-3.633, -1.109, 2.338], [-2.283, -1.441, 2.815], [-2.130, -2.903, 2.817], [-0.692, -3.354, 3.062], [0.198, -2.688, 2.101], [-2.081, -0.860, 4.155], [-0.668, -0.321, 4.399], [-0.322, 0.663, 3.364], [-2.863, 0.884, -0.201], [-3.174, -0.717, -0.214], [-4.666, 0.437, 1.277], [-3.237, 1.012, 2.149], [-3.992, -1.900, 1.675], [-4.345, -1.034, 3.169], [-2.434, -3.268, 1.830], [-2.785, -3.368, 3.570], [-0.663, -4.448, 2.973], [-0.391, -3.111, 4.082], [0.181, -3.210, 1.218], [1.163, -2.745, 2.430], [-2.323, -1.595, 4.935], [-2.772, -0.018, 4.272], [0.080, -1.113, 4.364], [-0.655, 0.118, 5.407], [0.621, 1.009, 3.549], [-0.944, 1.467, 3.472]], "homo_ha": [-0.32890, -0.32932], "fmax_ev_per_a": 2.384, "spin_multiplicity": 6, "charge": 1, "lumo_energy_ev": [-3.4, -3.4], "gap_ev": [5.60, 5.61]}

2.
{"formula": "C2H7ClO", "method": "ωB97M-V/def2-TZVPD", "elements": ["Cl", "C", "C", "H", "H", "H", "H", "H", "O", "H", "H"], "positions_angstrom": [[-1.316, 0.442, -1.889], [0.199, 0.986, 0.357], [0.094, 0.026, -0.894], [0.264, 2.049, 0.069], [1.171, 0.675, 0.776], [-0.571, 0.880, 1.139], [1.013, 0.128, -1.503], [0.035, -1.023, -0.548], [-0.407, -1.192, 1.163], [0.507, -1.388, 0.856], [-0.989, -1.583, 0.474]], "homo_ha": -0.38722, "fmax_ev_per_a": 3.083, "lumo_energy_ev": 0.7, "smiles": "CCCl.O", "gap_ev": 11.20}

3.
{"formula": "C3H4O2", "method": "ωB97M-V/def2-TZVPD", "elements": ["C", "C", "C", "O", "O", "H", "H", "H", "H"], "positions_angstrom": [[-1.567, -1.195, -0.367], [1.537, 0.291, 0.345], [-1.862, -0.222, 0.247], [1.860, -0.821, 0.642], [1.198, 0.665, -0.833], [-1.223, -2.074, -0.983], [1.368, 1.074, 1.136], [-2.184, 0.702, 0.550], [0.873, 1.581, -0.736]], "homo_ha": -0.38829, "fmax_ev_per_a": 3.772, "lumo_energy_ev": 0.5, "smiles": "O=CO.C#C", "gap_ev": 11.08}

4.
{"formula": "C14H26NO4", "method": "ωB97M-V/def2-TZVPD", "elements": ["C", "C", "O", "O", "C", "C", "C", "C", "C", "N", "C", "H", "H", "H", "H", "H", "H", "H", "H", "H", "H", "C", "C", "C", "O", "H", "H", "H", "H", "H", "H", "H", "H", "C", "C", "C", "O", "H", "H", "H", "H", "H", "H", "H", "H"], "positions_angstrom": [[3.924, 0.525, -1.027], [3.862, 1.950, -1.475], [4.808, 2.531, -1.865], [2.643, 2.635, -1.392], [1.815, 2.374, -2.518], [0.821, 1.271, -2.212], [0.731, 0.140, -3.005], [-0.156, -0.870, -2.672], [-0.950, -0.720, -1.558], [-0.872, 0.403, -0.836], [-0.017, 1.401, -1.116], [3.853, 0.468, 0.053], [4.892, 0.155, -1.331], [3.161, -0.101, -1.478], [1.299, 3.283, -2.805], [2.431, 2.078, -3.365], [1.378, 0.051, -3.862], [-0.209, -1.764, -3.268], [-1.627, -1.510, -1.284], [-1.483, 0.516, -0.037], [-0.027, 2.253, -0.463], [-3.872, -5.060, 0.556], [-3.778, -3.584, 0.208], [-5.151, -2.933, 0.144], [-3.090, -3.414, -1.042], [-4.445, -5.595, -0.206], [-2.881, -5.510, 0.597], [-4.361, -5.207, 1.518], [-3.166, -3.073, 0.954], [-5.761, -3.406, -0.630], [-5.068, -1.875, -0.107], [-5.675, -3.023, 1.095], [-3.606, -3.861, -1.722], [0.784, 3.377, 3.125], [1.407, 2.008, 2.902], [2.776, 1.901, 3.552], [1.510, 1.734, 1.494], [1.410, 4.158, 2.685], [-0.198, 3.437, 2.652], [0.668, 3.589, 4.188], [0.751, 1.237, 3.306], [3.461, 2.638, 3.125], [3.208, 0.913, 3.383], [2.717, 2.072, 4.627], [2.083, 2.407, 1.109]], "homo_ha": -0.48192, "fmax_ev_per_a": 1.187, "charge": 1, "lumo_energy_ev": -4.2, "gap_ev": 8.91}

5.
{"formula": "CH5OPS", "method": "ωB97M-V/def2-TZVPD", "elements": ["C", "O", "P", "S", "H", "H", "H", "H", "H"], "positions_angstrom": [[1.621, -0.067, -0.287], [-1.878, -0.809, -0.590], [-2.167, 0.471, 0.104], [0.779, -1.500, 0.341], [0.916, 0.639, -0.827], [2.347, -0.413, -1.035], [2.202, 0.393, 0.486], [-2.777, 0.130, 1.424], [-1.043, 1.157, 0.384]], "homo_ha": [-0.32677, -0.31080], "fmax_ev_per_a": 2.898, "lumo_energy_ev": [-1.6, -1.7], "gap_ev": [7.27, 6.78]}